(1)
{
  "formula": "C5H15O2P3",
  "method": "ωB97M-V/def2-TZVPD",
  "smiles": "CC(C)(C)[P@@](C)(=O)O[PH]#[PH2]",
  "homo_energy_ev": -8.6,
  "gap_ev": 9.3,
  "charge": 0,
  "elements": ["C", "C", "C", "C", "P", "C", "O", "O", "P", "P", "H", "H", "H", "H", "H", "H", "H", "H", "H", "H", "H", "H", "H", "H", "H"],
  "xyz": [[1.885, 0.360, -1.125], [0.925, 0.737, -0.007], [0.038, 1.871, -0.453], [1.670, 1.207, 1.249], [-0.268, -0.624, 0.502], [0.591, -2.022, 1.323], [-1.314, -0.099, 1.394], [-0.884, -1.237, -0.858], [-2.313, -1.594, -1.591], [-3.549, -0.300, -0.257], [1.503, -0.412, -1.699], [2.017, 1.263, -1.702], [2.840, -0.032, -0.797], [-0.637, 1.949, 0.326], [-0.410, 1.747, -1.428], [0.707, 2.788, -0.660], [1.070, 1.209, 2.211], [2.700, 0.525, 1.435], [2.117, 2.124, 1.082], [-0.075, -2.849, 1.513], [1.355, -2.416, 0.639], [0.981, -1.633, 2.262], [-2.189, -0.691, -2.541], [-4.619, -0.319, -1.257], [-4.143, -1.551, 0.440]]
}

---

(2)
{
  "formula": "C16H26NO4S",
  "method": "ωB97M-V/def2-TZVPD",
  "homo_energy_ev": -10.7,
  "gap_ev": 7.8,
  "charge": 1,
  "e_above_lowest_kj_mol": 1520.10,
  "elements": ["C", "C", "O", "C", "C", "O", "H", "C", "O", "C", "C", "C", "C", "C", "C", "H", "H", "N", "C", "O", "C", "C", "H", "H", "S", "C", "H", "H", "H", "C", "H", "H", "H", "H", "H", "H", "H", "H", "H", "H", "H", "H", "H", "H", "H", "H", "H", "H"],
  "xyz": [[6.088, -1.462, 0.507], [5.500, -2.445, 1.523], [4.041, -2.337, 1.864], [3.809, -1.177, 2.461], [2.471, -1.547, 2.901], [2.522, -2.454, 3.941], [3.111, -3.075, 3.537], [1.876, -0.277, 3.839], [0.507, -0.264, 4.054], [-0.315, 0.068, 2.921], [-1.764, -0.045, 3.459], [-2.648, 0.040, 2.423], [-2.172, 0.405, 0.840], [-0.952, 0.714, 0.773], [0.041, 0.315, 1.667], [1.209, 0.655, 1.470], [-0.484, 0.996, -0.413], [-3.181, 0.786, 0.052], [-3.331, 0.973, -1.234], [-2.094, 1.205, -1.809], [-4.477, 1.089, -1.973], [-4.163, 1.140, -3.306], [-5.098, 1.503, -3.962], [-4.028, 0.120, -3.625], [-2.866, 1.693, -3.865], [-3.332, 2.501, -5.637], [-3.574, 1.659, -6.329], [-4.131, 3.264, -5.355], [-2.292, 2.979, -6.084], [-1.611, 0.647, -4.618], [-2.287, -0.099, -5.184], [-0.797, 0.897, -5.114], [-1.307, 0.051, -3.707], [-5.146, 0.435, -1.737], [-4.783, 2.184, -1.799], [-4.346, 0.719, 0.583], [-3.750, -0.099, 2.501], [-1.898, -0.091, 4.323], [2.311, -0.170, 4.886], [2.265, 0.826, 3.510], [1.794, -1.444, 2.136], [3.960, -0.142, 1.991], [4.622, -0.937, 3.389], [6.312, -2.324, 2.479], [5.740, -3.626, 1.424], [5.415, -1.643, -0.514], [7.152, -1.751, 0.153], [6.078, -0.454, 0.657]]
}

---

(3)
{
  "formula": "C3H8N2O2",
  "method": "ωB97M-V/def2-TZVPD",
  "smiles": "N/C=C/N=C\\O.O",
  "homo_energy_ev": -7.9,
  "gap_ev": 8.6,
  "charge": 0,
  "e_above_lowest_kj_mol": 361.91,
  "elements": ["N", "C", "C", "N", "C", "O", "H", "H", "H", "H", "H", "H", "O", "H", "H"],
  "xyz": [[-2.536, 0.047, 0.013], [-1.391, 0.805, -0.252], [-0.114, 0.625, 0.339], [0.903, 1.674, 0.110], [2.142, 1.415, -0.016], [2.657, 0.123, 0.008], [-3.289, -0.241, -0.698], [-2.707, 0.099, 1.016], [-1.487, 1.252, -1.353], [-0.072, -0.012, 1.246], [2.973, 2.151, -0.207], [1.870, -0.455, 0.247], [0.634, -2.462, 0.052], [0.029, -1.875, -0.023], [0.389, -3.147, -0.482]]
}

---

(4)
{
  "formula": "C7H6F3O4P",
  "method": "ωB97M-V/def2-TZVPD",
  "smiles": "O=[PH2]C1=C(CCC(F)(F)F)C(=O)OC1=O",
  "homo_energy_ev": -10.8,
  "gap_ev": 9.6,
  "charge": 0,
  "elements": ["O", "P", "C", "C", "C", "C", "C", "F", "F", "F", "C", "O", "O", "C", "O", "H", "H", "H", "H", "H", "H"],
  "xyz": [[2.218, -1.547, 1.815], [2.178, -1.412, 0.343], [1.555, 0.215, -0.136], [0.381, 0.692, 0.256], [-0.627, 0.008, 1.105], [-2.004, 0.073, 0.433], [-2.179, -0.895, -0.710], [-2.784, -2.007, -0.318], [-2.907, -0.349, -1.676], [-1.028, -1.267, -1.278], [0.265, 2.088, -0.335], [-0.352, 3.025, 0.068], [1.085, 2.050, -1.442], [2.174, 1.268, -1.025], [3.320, 1.497, -1.294], [1.234, -2.320, -0.180], [3.427, -1.630, -0.264], [-0.313, -0.991, 1.362], [-0.697, 0.587, 2.019], [-2.761, -0.165, 1.169], [-2.185, 1.080, 0.089]]
}

---

Molecular weight values, unit g/mol, following the record order: 200.09; 328.45; 104.11; 242.09.